# C36H78F15N3O18PS5

A 9-piece molecular cluster, C36H78F15N3O18PS5 overall in a non-equilibrium geometry (ωB97M-V with the def2-TZVPD basis set, OMol25).

Computed properties:
- Kohn-Sham gap (spin up / spin down) (eV) = 6.8 / 3.2
- <S²> = 0.77
- multiplicity = 2
- HOMO level (spin up / spin down) (eV) = -7.77 / -7.75

Last column: Löwdin charge in e.
Element x y z (Å)
C 0.658 2.719 -1.624  0.02
N 0.765 4.184 -2.057  -0.28
C 0.331 4.303 -3.539  0.03
C -0.079 5.059 -1.140  0.03
C 2.239 4.577 -1.848  -0.09
C 2.796 5.999 -2.063  -0.24
O 2.312 6.820 -3.075  -0.05
H 1.080 2.686 -0.619  0.08
H 1.313 2.122 -2.258  0.10
H -0.381 2.417 -1.748  0.11
H -0.756 4.215 -3.546  0.07
H 0.709 3.515 -4.190  0.10
H 0.506 5.281 -3.985  0.10
H -1.071 4.637 -0.977  0.10
H -0.181 6.066 -1.543  0.11
H 0.408 5.204 -0.175  0.10
H 2.745 3.971 -2.599  0.13
H 2.565 4.094 -0.926  0.11
H 3.850 5.859 -2.301  0.13
H 2.773 6.437 -1.065  0.12
H 2.754 7.669 -3.005  0.10
C 3.012 -0.789 -8.312  0.02
N 2.411 -1.140 -6.937  -0.32
C 3.560 -1.798 -6.222  -0.01
C 2.032 0.150 -6.177  0.03
C 1.169 -2.086 -6.867  -0.06
C 1.367 -3.339 -7.703  -0.27
O 0.168 -4.014 -7.643  -0.02
H 3.674 0.077 -8.281  0.10
H 2.130 -0.441 -8.849  0.11
H 3.502 -1.671 -8.723  0.10
H 3.923 -2.733 -6.649  0.12
H 3.306 -1.853 -5.164  0.09
H 4.398 -1.123 -6.052  0.11
H 2.863 0.834 -6.350  0.10
H 1.985 -0.166 -5.135  0.10
H 1.117 0.608 -6.552  0.11
H 0.266 -1.667 -7.310  0.14
H 0.981 -2.227 -5.802  0.14
H 2.045 -4.048 -7.228  0.13
H 1.742 -3.172 -8.712  0.12
H -0.559 -3.417 -7.833  0.10
C 1.268 -3.194 -0.042  0.07
N 2.051 -1.977 -0.679  -0.25
C 2.905 -1.324 0.375  -0.01
C 3.046 -2.319 -1.801  0.01
C 0.965 -1.000 -1.284  -0.08
C -0.316 -0.659 -0.534  -0.21
O -0.016 -0.228 0.793  -0.08
H 0.427 -3.485 -0.671  0.09
H 0.921 -2.754 0.893  0.09
H 2.000 -3.984 0.124  0.09
H 3.719 -1.966 0.710  0.09
H 2.293 -1.036 1.230  0.10
H 3.332 -0.401 -0.017  0.09
H 3.891 -2.817 -1.325  0.11
H 3.502 -1.418 -2.212  0.10
H 2.656 -2.966 -2.587  0.06
H 0.691 -1.406 -2.257  0.12
H 1.482 -0.072 -1.529  0.10
H -0.959 -1.538 -0.507  0.12
H -0.757 0.173 -1.082  0.10
H 0.505 0.570 0.680  0.02
C -0.728 4.419 3.168  -0.10
C -1.999 3.847 3.700  -0.27
C -2.781 3.030 2.668  -0.23
C -4.232 2.582 2.984  -0.26
P -4.434 0.994 3.812  1.05
C -2.981 0.700 4.997  -0.22
C -1.567 0.295 4.412  -0.21
C -0.538 -0.005 5.538  -0.24
C 0.701 -0.801 5.021  -0.09
C -5.917 1.091 4.934  -0.26
C -7.296 1.118 4.190  -0.21
C -8.478 1.369 5.174  -0.25
C -8.347 2.667 5.998  -0.11
C -4.589 -0.405 2.640  -0.27
C -4.687 -1.727 3.334  -0.26
C -4.792 -2.873 2.343  -0.26
C -3.513 -3.022 1.527  -0.09
H -0.218 3.660 2.575  0.05
H -0.178 4.793 4.032  0.08
H -0.771 5.321 2.558  0.08
H -2.656 4.598 4.139  0.11
H -1.753 3.251 4.579  0.09
H -2.184 2.221 2.249  0.10
H -3.011 3.658 1.808  0.10
H -4.923 2.560 2.141  0.09
H -4.707 3.333 3.617  0.10
H -3.241 -0.148 5.631  0.08
H -2.985 1.610 5.598  0.09
H -1.187 1.177 3.896  0.08
H -1.566 -0.535 3.705  0.10
H -0.850 -0.683 6.333  0.10
H -0.213 0.961 5.925  0.10
H 0.303 -1.800 4.847  0.07
H 1.481 -0.715 5.777  0.08
H 1.085 -0.357 4.102  0.06
H -5.774 1.984 5.543  0.08
H -5.814 0.268 5.642  0.09
H -7.280 0.171 3.650  0.09
H -7.308 1.885 3.415  0.11
H -8.565 0.582 5.923  0.10
H -9.459 1.307 4.701  0.11
H -8.229 3.480 5.281  0.07
H -7.522 2.809 6.696  0.07
H -9.313 2.726 6.499  0.08
H -3.642 -0.222 2.132  0.09
H -5.412 -0.137 1.978  0.11
H -5.607 -1.843 3.907  0.11
H -3.833 -1.908 3.987  0.11
H -5.674 -2.804 1.707  0.12
H -4.915 -3.760 2.965  0.11
H -3.724 -3.842 0.840  0.08
H -2.677 -3.294 2.173  0.08
H -3.301 -2.081 1.020  0.06
C 2.389 -5.704 -3.399  -0.71
F 2.659 -6.913 -3.824  0.16
F 2.680 -5.535 -2.111  0.11
F 3.042 -4.815 -4.067  0.14
S 0.468 -5.417 -3.691  0.56
O 0.228 -4.039 -3.144  -0.42
O 0.241 -5.590 -5.183  -0.38
O -0.326 -6.420 -2.965  -0.35
C -4.131 1.925 -1.128  -0.76
F -5.305 1.508 -1.049  0.20
F -3.901 2.762 -0.184  0.15
F -3.258 0.878 -1.176  0.10
S -4.141 2.950 -2.807  0.51
O -2.924 3.776 -2.983  -0.39
O -4.208 1.904 -3.836  -0.37
O -5.393 3.737 -2.767  -0.35
C 6.147 -1.570 2.329  -0.59
F 5.236 -2.577 2.163  0.06
F 5.403 -0.473 2.686  0.07
F 7.051 -1.691 3.292  0.13
S 7.036 -1.335 0.644  0.47
O 7.211 -2.698 0.192  -0.35
O 6.109 -0.550 -0.194  -0.38
O 8.224 -0.535 0.919  -0.34
C 3.172 2.476 3.562  -0.59
F 2.237 3.018 4.395  0.09
F 4.315 3.145 3.855  0.11
F 3.445 1.175 3.869  0.11
S 2.596 2.706 1.806  0.52
O 1.348 1.907 1.790  -0.38
O 2.387 4.164 1.508  -0.35
O 3.623 2.075 0.985  -0.31
C 5.623 -7.382 1.730  -0.70
F 6.651 -8.232 1.696  0.15
F 4.531 -7.952 2.081  0.19
F 5.806 -6.484 2.647  0.18
S 5.391 -6.535 -0.067  0.59
O 4.146 -5.776 0.065  -0.19
O 6.624 -5.734 -0.215  -0.09
O 5.328 -7.668 -0.926  -0.15